1:
ORCA calculation (the ωB97M-V functional and the def2-TZVPD basis) on 2 unconnected molecules or ions with the total composition C6H12NO.

For the LUMO energy, the calculation gives -3.45 eV. As for the HOMO-LUMO gap: 9.85 eV. As for the HOMO energy: -13.3 eV. Its charge is +1. For the molar mass, the calculation gives 114.17 g/mol.

The geometry in XYZ format:
```
20
Properties=species:S:1:pos:R:3:nbo_charge:R:1
O 1.222 -0.771 -0.766 -0.523
N -0.935 0.182 0.442 -0.436
C 2.067 -0.103 -1.690 -0.118
C -0.646 0.708 1.826 -0.428
C 2.515 -0.583 -0.373 0.283
C -2.064 0.149 -0.015 0.286
C -2.407 -0.166 -1.380 -0.694
C 3.267 -0.778 0.677 -0.474
H -2.842 0.761 -1.860 0.283
H -3.141 -0.965 -1.381 0.272
H -2.958 0.394 0.679 0.214
H -1.445 -0.541 -1.922 0.236
H -0.121 -0.318 -0.127 0.465
H 0.021 1.656 1.639 0.239
H 4.254 -0.362 0.876 0.254
H 2.542 -0.464 -2.595 0.234
H 0.001 -0.046 2.413 0.256
H 1.774 0.924 -1.680 0.193
H -1.521 1.126 2.206 0.228
H 2.903 -1.489 1.466 0.229
```

***

2:
ORCA calculation (the ωB97M-V functional and the def2-TZVPD basis) on 2 unconnected molecules or ions with the total composition C6H12NO.

For the LUMO energy, the calculation gives -5.66 eV. As for the HOMO-LUMO gap: 5.91 eV. As for the HOMO energy: -11.6 eV. Its charge is +1. For the molar mass, the calculation gives 114.17 g/mol.

The geometry in XYZ format:
```
20
Properties=species:S:1:pos:R:3:nbo_charge:R:1
O -2.500 0.377 1.916 -0.667
N 2.208 0.239 -1.807 -0.393
C -0.679 -0.798 0.819 -0.688
C -1.870 -0.824 1.740 0.301
C 1.334 1.334 -1.549 -0.087
C 2.085 -0.987 -1.486 0.118
C -2.268 -1.906 2.388 -0.471
C 1.704 2.550 -1.912 -0.277
H -3.083 -1.891 3.096 0.228
H 1.056 3.384 -1.689 0.252
H 0.019 -0.036 1.178 0.212
H 0.424 1.097 -1.021 0.241
H 3.072 0.530 -2.264 0.442
H 2.639 2.750 -2.420 0.221
H -1.771 -2.849 2.216 0.203
H -2.323 0.959 1.172 0.469
H -0.197 -1.772 0.818 0.227
H 2.920 -1.648 -1.677 0.238
H -1.019 -0.509 -0.183 0.192
H 1.207 -1.355 -0.972 0.239
```

***

Order from most stable to least stable according to the calculation: 2, 1

***

1:
ORCA calculation (the ωB97M-V functional and the def2-TZVPD basis) on a gas-phase ion, C6H12NO (charge +1).

As for the SMILES: C=[NH+]/C=C/CCCO. For the LUMO energy, the calculation gives -5.39 eV. As for the HOMO-LUMO gap: 7.73 eV. As for the HOMO energy: -13.1 eV. Its charge is +1. For the molar mass, the calculation gives 114.17 g/mol.

The geometry in XYZ format:
```
20
Properties=species:S:1:pos:R:3:nbo_charge:R:1
O 0.169 -3.434 -0.760 -0.722
N 0.221 2.586 1.113 -0.394
C -0.110 1.297 0.507 -0.169
C 0.151 -0.218 -1.478 -0.462
C -0.267 -2.282 -0.059 -0.062
C -0.875 -1.233 -0.996 -0.440
C 0.495 0.943 -0.620 -0.057
C 0.726 2.730 2.269 0.150
H 1.252 1.926 2.767 0.238
H 1.264 1.571 -1.059 0.224
H -0.903 -2.570 0.769 0.179
H -0.224 3.361 0.627 0.445
H -0.045 0.176 -2.475 0.254
H -0.483 -4.143 -0.745 0.481
H -1.378 -1.685 -1.845 0.246
H -1.699 -0.756 -0.465 0.199
H 1.067 -0.798 -1.629 0.251
H -0.787 0.656 1.052 0.245
H 0.663 -1.857 0.335 0.163
H 0.763 3.729 2.689 0.231
```

***

2:
ORCA calculation (the ωB97M-V functional and the def2-TZVPD basis) on a molecular structure, C6H12NO.

For the LUMO energy, the calculation gives -8.32 eV. As for the HOMO-LUMO gap: 5.51 eV. As for the HOMO energy: -13.8 eV. Its charge is +1. For the molar mass, the calculation gives 114.17 g/mol.

The geometry in XYZ format:
```
20
Properties=species:S:1:pos:R:3:nbo_charge:R:1
O -0.035 2.365 -0.530 -0.527
N -0.978 -1.136 -1.343 -0.471
C 0.395 -0.291 0.572 0.037
C -0.561 0.038 -0.668 -0.084
C 0.512 0.697 1.750 -0.630
C 1.144 0.042 -0.636 -0.099
C 0.469 -1.808 0.893 -0.617
C -0.904 1.612 -1.138 -0.020
H 1.251 -2.251 0.260 0.233
H 0.507 1.718 1.363 0.283
H -0.383 0.564 2.362 0.241
H -1.942 1.725 -0.764 0.162
H -1.769 -0.997 -1.986 0.400
H -0.855 1.666 -2.242 0.242
H 0.750 -2.124 1.897 0.273
H 1.703 0.966 -0.572 0.294
H 1.411 0.474 2.311 0.267
H -1.677 -0.288 -0.589 0.505
H -0.398 -2.279 0.454 0.249
H 1.361 -0.692 -1.393 0.260
```

***

Order from most stable to least stable according to the calculation: 1, 2

***

1:
ORCA calculation (the ωB97M-V functional and the def2-TZVPD basis) on 2 unconnected molecules or ions with the total composition C6H12NO.

For the LUMO energy, the calculation gives -8.75 eV. As for the HOMO-LUMO gap: 3.58 eV. As for the HOMO energy: -12.3 eV. Its charge is +1. For the molar mass, the calculation gives 114.17 g/mol.

The geometry in XYZ format:
```
20
Properties=species:S:1:pos:R:3:nbo_charge:R:1
O 0.338 2.208 0.018 -0.323
N 2.170 4.898 -0.050 -1.086
C 1.133 1.466 -0.525 0.261
C 0.741 0.125 -0.954 0.311
C -1.833 -2.342 0.408 -0.043
C -0.777 -1.530 0.139 -0.229
C -1.635 -3.674 1.121 -0.662
C -0.670 -0.283 -0.705 -0.615
H -1.068 0.578 -0.104 0.308
H 2.979 4.669 0.520 0.366
H 1.307 -0.734 -1.287 0.247
H -2.248 -3.748 2.025 0.251
H 1.526 4.130 -0.117 0.351
H -2.846 -2.075 0.045 0.224
H 2.244 1.717 -0.533 0.196
H -1.301 -0.433 -1.619 0.365
H -2.085 -4.412 0.461 0.254
H -0.612 -3.972 1.417 0.236
H 0.185 -1.882 0.681 0.214
H 2.450 5.295 -0.940 0.373
```

***

2:
ORCA calculation (the ωB97M-V functional and the def2-TZVPD basis) on a gas-phase ion, C6H12NO (charge +1).

As for the SMILES: C[NH2+][C@@H]1OC1=C(C)C. For the LUMO energy, the calculation gives -3.57 eV. As for the HOMO-LUMO gap: 9.22 eV. As for the HOMO energy: -12.8 eV. Its charge is +1. For the molar mass, the calculation gives 114.17 g/mol.

The geometry in XYZ format:
```
20
Properties=species:S:1:pos:R:3:nbo_charge:R:1
O 0.644 0.231 1.524 -0.422
N -1.052 1.540 0.411 -0.540
C 0.972 -1.358 -0.483 -0.057
C 2.440 -1.693 -0.661 -0.645
C 0.538 -0.551 0.460 0.299
C -0.127 -1.855 -1.395 -0.625
C -0.704 0.241 1.113 0.117
C -1.622 2.670 1.095 -0.423
H 3.208 -1.183 0.042 0.249
H -0.934 -2.317 -0.763 0.239
H 2.588 -1.492 -1.763 0.237
H -1.458 -0.296 1.588 0.229
H -1.012 3.087 1.829 0.239
H 0.272 -2.477 -2.239 0.251
H -0.672 -0.942 -1.800 0.206
H -2.478 2.435 1.669 0.240
H -1.462 1.454 -0.545 0.455
H 2.601 -2.790 -0.564 0.245
H 0.005 1.889 0.298 0.470
H -1.745 3.408 0.181 0.237
```

***

Order from most stable to least stable according to the calculation: 2, 1

***

1:
ORCA calculation (the ωB97M-V functional and the def2-TZVPD basis) on 4 unconnected molecules or ions with the total composition C4H18NO3.

For the LUMO energy (spin up / spin down), the calculation gives 0.48 / 0.45 eV. As for the HOMO-LUMO gap (spin up / spin down): 3.06 / 11.60 eV. Its spin multiplicity is 2. As for the HOMO energy (spin up / spin down): -2.6 / -11.1 eV. For the molar mass, the calculation gives 128.19 g/mol.

The geometry in XYZ format:
```
26
Properties=species:S:1:pos:R:3:nbo_charge:R:1
O 1.654 -1.722 -2.159 -1.051
O -2.450 2.016 2.822 -0.945
O -0.019 1.153 -3.483 -1.260
N -0.301 0.256 -1.228 -0.884
C 0.468 -0.720 2.215 -0.405
C 1.856 -0.791 1.592 -0.631
C -0.786 -0.661 -0.054 -0.280
C -0.436 0.109 1.236 -0.446
H 0.458 -0.239 -1.722 0.452
H 1.872 -1.669 0.936 0.201
H 2.636 -1.012 2.330 0.217
H -0.048 -1.619 2.543 0.206
H 0.022 1.222 -1.005 0.398
H -0.576 0.990 -4.276 0.426
H 0.490 -0.256 3.222 0.207
H -1.855 -0.655 -0.329 0.214
H 2.512 -1.733 -1.716 0.466
H 0.081 1.026 0.995 0.197
H -1.074 0.383 -1.891 0.384
H 1.813 -2.086 -3.038 0.468
H 2.085 0.094 0.998 0.204
H -1.275 0.487 1.845 0.251
H -0.232 -1.594 -0.180 0.230
H 0.770 1.568 -3.881 0.433
H -2.759 2.917 2.944 0.476
H -3.167 1.480 3.182 0.471
```

***

2:
ORCA calculation (the ωB97M-V functional and the def2-TZVPD basis) on 4 unconnected molecules or ions with the total composition C4H18NO3.

For the LUMO energy (spin up / spin down), the calculation gives -0.04 / -0.16 eV. As for the HOMO-LUMO gap (spin up / spin down): 2.74 / 11.00 eV. Its spin multiplicity is 2. As for the HOMO energy (spin up / spin down): -2.8 / -11.2 eV. For the molar mass, the calculation gives 128.19 g/mol.

The geometry in XYZ format:
```
26
Properties=species:S:1:pos:R:3:nbo_charge:R:1
O 2.269 -0.893 -0.234 -0.995
O 0.891 -1.054 -2.449 -1.005
O 2.549 1.771 -0.769 -0.983
N -1.122 -1.729 -0.569 -1.057
C -1.565 1.118 -0.233 -0.641
C -0.732 0.882 2.127 -0.612
C -0.658 -1.103 0.707 -0.380
C -1.485 0.159 0.970 -0.240
H -0.839 0.368 3.059 0.207
H 3.003 -1.100 0.421 0.478
H -0.604 1.444 -0.712 0.194
H 0.292 1.024 2.141 0.211
H 2.482 0.001 -0.504 0.498
H -2.068 2.025 0.231 0.207
H -0.694 -1.420 -1.530 0.440
H 3.209 2.568 -0.530 0.492
H -1.265 1.824 2.244 0.204
H 0.477 -1.019 0.482 0.271
H -0.884 -2.777 -0.553 0.264
H 1.450 -1.627 -1.878 0.502
H -0.748 -1.731 1.583 0.219
H -2.115 -1.566 -0.817 0.347
H -2.297 0.797 -0.972 0.212
H -2.524 0.036 1.319 0.219
H 1.273 -0.245 -2.631 0.470
H 1.705 2.244 -0.903 0.483
```

***

Order from most stable to least stable according to the calculation: 1, 2

***

1:
ORCA calculation (the ωB97M-V functional and the def2-TZVPD basis) on a molecular structure, C5H5NO2.

For the LUMO energy, the calculation gives 0.83 eV. As for the HOMO-LUMO gap: 9.79 eV. As for the HOMO energy: -9.0 eV. For the molar mass, the calculation gives 111.10 g/mol.

The geometry in XYZ format:
```
13
Properties=species:S:1:pos:R:3:nbo_charge:R:1
O -2.631 0.084 -0.471 -0.572
O 1.893 -0.104 0.159 -0.436
N -0.272 -0.428 1.172 -0.530
C 1.039 0.890 -0.353 0.023
C -1.372 0.127 -0.421 0.534
C -0.331 0.927 0.453 -0.190
C -0.086 -1.036 -0.093 -0.135
C 1.049 -0.474 -0.776 0.011
H -0.960 -0.602 1.779 0.393
H 1.634 1.740 -0.699 0.229
H -0.633 1.859 0.952 0.230
H 1.194 -0.829 -1.721 0.201
H -0.524 -2.155 0.018 0.241
```

***

2:
ORCA calculation (the ωB97M-V functional and the def2-TZVPD basis) on C5H5NO2 in the gas phase.

As for the SMILES: N#C/C=C/CC(=O)O. For the LUMO energy, the calculation gives -0.60 eV. As for the HOMO-LUMO gap: 9.81 eV. As for the HOMO energy: -10.4 eV. For the molar mass, the calculation gives 111.10 g/mol.

The geometry in XYZ format:
```
13
Properties=species:S:1:pos:R:3:nbo_charge:R:1
O -1.530 -0.649 -1.196 -0.674
O -0.099 -2.428 -1.074 -0.562
N 1.903 3.141 -0.842 -0.254
C 0.430 1.020 -0.290 -0.382
C -0.229 -0.989 0.913 -0.609
C -0.597 -1.376 -0.482 0.772
C 0.990 2.230 -0.842 0.226
C 0.398 0.484 0.954 -0.104
H -1.957 0.174 -0.643 0.500
H 0.532 0.989 1.993 0.254
H 0.478 -1.835 0.926 0.285
H 0.459 0.395 -1.327 0.274
H -0.778 -1.156 1.909 0.273
```

***

3:
ORCA calculation (the ωB97M-V functional and the def2-TZVPD basis) on C5H5NO2 in the gas phase.

For the LUMO energy (spin up / spin down), the calculation gives -1.13 / -0.71 eV. As for the HOMO-LUMO gap (spin up / spin down): 6.27 / 6.98 eV. As for the HOMO energy (spin up / spin down): -7.4 / -7.7 eV. For the molar mass, the calculation gives 111.10 g/mol.

The geometry in XYZ format:
```
13
Properties=species:S:1:pos:R:3:nbo_charge:R:1
O -0.263 1.978 -1.456 -0.569
O 0.133 -2.050 0.121 -0.648
N -1.813 0.731 0.980 -0.777
C -0.789 0.268 0.200 -0.047
C 0.168 -0.765 0.588 0.219
C 2.438 0.000 -0.877 -0.092
C -0.110 0.933 -0.853 0.429
C 1.227 0.132 -0.697 -0.219
H 3.473 -0.174 -1.057 0.236
H -0.340 -2.059 -0.727 0.483
H -2.554 0.109 1.270 0.391
H 0.492 -0.810 1.630 0.195
H -2.061 1.706 0.879 0.399
```

***

Order from most stable to least stable according to the calculation: 2, 3, 1

***

1:
ORCA calculation (the ωB97M-V functional and the def2-TZVPD basis) on C4H2O in the gas phase.

For the LUMO energy, the calculation gives -2.16 eV. As for the HOMO-LUMO gap: 7.98 eV. As for the HOMO energy: -10.1 eV. For the molar mass, the calculation gives 66.06 g/mol.

The geometry in XYZ format:
```
7
Properties=species:S:1:pos:R:3:nbo_charge:R:1
O -1.647 1.030 -0.236 -0.469
C 1.484 0.036 -0.324 -0.411
C 0.325 -0.187 0.352 -0.083
C -1.223 -0.077 -0.075 0.360
C 2.609 0.469 -0.811 0.181
H 0.571 -0.430 1.431 0.241
H -2.119 -0.841 -0.337 0.183
```

***

2:
ORCA calculation (the ωB97M-V functional and the def2-TZVPD basis) on C4H2O in the gas phase.

For the LUMO energy (spin up / spin down), the calculation gives -1.71 / -1.83 eV. As for the HOMO-LUMO gap (spin up / spin down): 7.42 / 7.36 eV. As for the HOMO energy (spin up / spin down): -9.1 / -9.2 eV. For the molar mass, the calculation gives 66.06 g/mol.

The geometry in XYZ format:
```
7
Properties=species:S:1:pos:R:3:nbo_charge:R:1
O 0.370 -0.577 1.436 -0.494
C -0.391 0.556 -0.162 0.200
C 0.333 -0.037 -1.162 -0.657
C 1.290 -0.755 -0.576 0.316
C -0.701 0.106 1.037 0.131
H -1.563 0.525 1.598 0.199
H 0.662 0.181 -2.171 0.307
```

***

Order from most stable to least stable according to the calculation: 1, 2